{
  "formula": "C51H55AsBr4N6O5Ti",
  "method": "the ωB97M-V functional and the def2-TZVPD basis",
  "relative_energy_kcal_mol": 38.5,
  "energy_ha": -16062.6580,
  "charge": -2,
  "e_homo_ev": -1.8354,
  "orbital_gap_ev": 5.6,
  "molar_mass_g_mol": 1274.4,
  "lumo_ev": 3.81,
  "spin_multiplicity": 1,
  "species": ["Ti", "C", "C", "C", "C", "C", "C", "C", "C", "C", "C", "C", "C", "N", "C", "O", "C", "C", "C", "C", "C", "N", "C", "O", "N", "C", "C", "C", "C", "C", "C", "C", "C", "C", "C", "C", "C", "H", "H", "H", "H", "H", "H", "H", "H", "H", "H", "H", "H", "H", "H", "H", "H", "H", "H", "H", "H", "H", "H", "H", "H", "H", "H", "H", "H", "H", "H", "H", "H", "H", "H", "H", "H", "H", "C", "C", "C", "C", "C", "C", "N", "N", "C", "C", "C", "C", "C", "N", "H", "H", "H", "H", "H", "H", "H", "H", "H", "Br", "C", "C", "Br", "C", "Br", "C", "O", "C", "O", "C", "Br", "C", "As", "C", "C", "O", "H", "H", "H", "H", "H", "H", "H", "H", "H"],
  "positions_angstrom": [[-0.664, 0.191, 0.662], [-3.997, 1.840, -1.062], [-4.310, 2.952, -0.052], [-4.736, 4.203, -0.840], [-3.307, 3.368, 1.035], [-3.877, 4.164, 2.033], [-3.130, 4.738, 3.037], [-1.761, 4.531, 3.061], [-1.150, 3.729, 2.110], [0.362, 3.662, 2.068], [1.031, 3.729, 3.439], [0.836, 4.817, 1.175], [-1.933, 3.110, 1.116], [-1.323, 2.168, 0.213], [-1.302, 2.605, -1.050], [-1.475, 3.751, -1.476], [-1.039, 1.517, -2.046], [-1.254, 1.764, -3.387], [-0.950, 0.763, -4.291], [-0.328, -0.373, -3.816], [-0.079, -0.511, -2.451], [-0.544, 0.371, -1.559], [0.884, -1.644, -2.163], [0.621, -2.738, -2.650], [2.086, -1.294, -1.657], [3.014, -2.386, -1.738], [3.622, -2.698, -2.964], [4.535, -3.744, -3.017], [4.835, -4.486, -1.887], [4.205, -4.190, -0.691], [3.285, -3.149, -0.598], [2.633, -2.807, 0.722], [3.532, -1.867, 1.524], [2.291, -4.026, 1.577], [3.274, -1.963, -4.245], [2.420, -2.848, -5.158], [4.514, -1.475, -5.002], [-4.938, 1.375, -1.367], [-3.545, 2.257, -1.964], [-3.357, 1.045, -0.693], [-5.187, 2.620, 0.515], [-3.871, 4.619, -1.358], [-5.495, 3.934, -1.580], [-5.149, 4.972, -0.185], [-4.950, 4.327, 2.006], [-3.609, 5.330, 3.808], [-1.165, 4.990, 3.840], [0.659, 2.720, 1.607], [0.874, 4.698, 3.920], [0.660, 2.948, 4.106], [2.109, 3.593, 3.328], [0.534, 5.769, 1.622], [1.922, 4.828, 1.074], [0.382, 4.764, 0.184], [-1.650, 2.730, -3.663], [-1.154, 0.882, -5.348], [0.001, -1.171, -4.467], [5.007, -3.993, -3.962], [5.547, -5.302, -1.941], [4.423, -4.781, 0.190], [1.703, -2.273, 0.517], [4.378, -2.420, 1.950], [3.962, -1.071, 0.913], [2.956, -1.402, 2.319], [3.188, -4.485, 2.002], [1.659, -3.707, 2.408], [1.758, -4.786, 1.003], [2.677, -1.090, -3.972], [2.997, -3.716, -5.488], [1.536, -3.205, -4.630], [2.108, -2.294, -6.049], [5.052, -2.312, -5.453], [4.223, -0.799, -5.810], [5.210, -0.948, -4.349], [-6.069, -1.301, 2.396], [-5.479, -0.046, 2.293], [-4.240, 0.116, 1.700], [-3.548, -0.985, 1.171], [-4.133, -2.256, 1.310], [-5.373, -2.401, 1.908], [-2.336, -0.829, 0.543], [-1.443, -1.906, 0.564], [-1.538, -2.768, -0.505], [-0.804, -3.974, -0.393], [-0.964, -4.952, -1.334], [-1.843, -4.736, -2.403], [-2.497, -3.522, -2.442], [-2.374, -2.555, -1.531], [-7.036, -1.422, 2.869], [-5.975, 0.824, 2.711], [-3.766, 1.085, 1.689], [-3.602, -3.120, 0.938], [-5.803, -3.394, 1.994], [-0.156, -4.091, 0.464], [-0.411, -5.882, -1.253], [-2.001, -5.477, -3.176], [-3.179, -3.304, -3.263], [1.387, 0.410, 7.649], [0.411, 0.463, 6.020], [-0.755, 1.198, 5.939], [-1.441, 2.122, 7.446], [-1.431, 1.274, 4.704], [-3.098, 2.146, 4.543], [-0.910, 0.679, 3.572], [-1.424, 0.782, 2.374], [0.244, -0.178, 3.652], [0.553, -0.782, 2.575], [0.896, -0.229, 4.897], [2.443, -1.316, 5.021], [3.469, 1.517, 0.920], [2.645, 0.519, -0.574], [2.206, 1.895, -1.858], [4.418, 0.075, -1.345], [1.241, 0.205, 0.367], [3.316, 2.582, 0.764], [4.536, 1.309, 0.991], [2.971, 1.221, 1.842], [3.129, 2.429, -2.083], [1.484, 2.584, -1.423], [1.803, 1.463, -2.773], [5.000, 0.982, -1.178], [4.290, -0.100, -2.409], [4.917, -0.777, -0.890]]
}



{
  "formula": "C51H56F7N3O3",
  "method": "the ωB97M-V functional and the def2-TZVPD basis",
  "energy_ha": -3065.6005,
  "charge": 1,
  "e_homo_ev": [-10.2795, -10.2795],
  "s_squared": 0.77,
  "orbital_gap_ev": [5.5, 1.5],
  "molar_mass_g_mol": 892.0,
  "lumo_ev": [-4.81, -8.80],
  "spin_multiplicity": 2,
  "species": ["C", "C", "O", "N", "C", "H", "H", "H", "H", "H", "H", "H", "C", "C", "O", "N", "C", "H", "H", "H", "H", "H", "H", "H", "C", "C", "O", "N", "C", "H", "H", "H", "H", "H", "H", "H", "F", "C", "C", "C", "C", "C", "C", "H", "H", "H", "H", "H", "F", "C", "C", "C", "C", "C", "C", "H", "H", "H", "H", "H", "F", "C", "C", "C", "C", "C", "C", "H", "H", "H", "H", "H", "F", "C", "C", "C", "C", "C", "C", "H", "H", "H", "H", "H", "F", "C", "C", "C", "C", "C", "C", "H", "H", "H", "H", "H", "F", "C", "C", "C", "C", "C", "C", "H", "H", "H", "H", "H", "F", "C", "C", "C", "C", "C", "C", "H", "H", "H", "H", "H"],
  "positions_angstrom": [[0.713, 7.738, -0.790], [0.693, 6.374, -1.384], [1.780, 5.845, -1.677], [-0.525, 5.820, -1.407], [-0.768, 4.369, -1.591], [0.566, 8.591, -1.453], [1.724, 7.888, -0.409], [0.122, 7.828, 0.122], [-1.391, 6.285, -1.174], [-1.403, 4.100, -0.747], [0.128, 3.750, -1.550], [-1.171, 4.244, -2.596], [4.748, -2.394, 1.748], [4.709, -1.361, 0.566], [3.642, -1.043, 0.143], [5.833, -0.846, 0.188], [6.096, 0.165, -0.847], [5.749, -2.321, 2.172], [4.475, -3.335, 1.270], [3.943, -1.905, 2.296], [6.644, -1.345, 0.525], [5.408, 0.156, -1.692], [7.060, -0.187, -1.214], [6.167, 1.102, -0.296], [4.516, -2.568, -3.472], [3.442, -1.507, -3.761], [3.275, -1.089, -4.927], [2.609, -1.151, -2.788], [1.612, -0.135, -2.829], [5.418, -1.973, -3.328], [4.661, -3.165, -4.372], [4.439, -3.181, -2.574], [2.892, -1.311, -1.832], [1.345, 0.243, -1.843], [0.737, -0.592, -3.290], [1.976, 0.606, -3.541], [-0.224, -3.112, 5.033], [-1.081, -2.136, 5.289], [-1.303, -1.724, 6.578], [-2.238, -0.715, 6.893], [-2.954, -0.175, 5.842], [-2.717, -0.588, 4.506], [-1.769, -1.569, 4.200], [-0.772, -2.227, 7.372], [-2.405, -0.457, 7.929], [-3.670, 0.620, 5.995], [-3.344, -0.191, 3.721], [-1.738, -1.936, 3.185], [1.252, 1.328, 4.247], [0.963, 2.608, 3.810], [0.742, 3.013, 2.521], [0.465, 4.361, 2.156], [0.616, 5.346, 3.119], [1.028, 5.026, 4.462], [1.202, 3.589, 4.713], [0.663, 2.203, 1.811], [0.264, 4.619, 1.127], [0.271, 6.342, 2.885], [1.062, 5.688, 5.315], [1.384, 3.207, 5.707], [-0.772, 1.444, -0.003], [-0.715, 0.087, 0.233], [-1.722, -0.734, -0.346], [-1.639, -2.111, -0.134], [-0.613, -2.685, 0.693], [0.314, -1.845, 1.215], [0.300, -0.494, 0.976], [-2.506, -0.325, -0.966], [-2.280, -2.802, -0.662], [-0.645, -3.758, 0.809], [1.144, -2.236, 1.784], [1.115, 0.059, 1.421], [-4.726, -1.545, -0.641], [-5.757, -0.694, -0.402], [-5.840, -0.045, 0.858], [-6.998, 0.731, 1.127], [-7.977, 0.895, 0.161], [-7.823, 0.289, -1.133], [-6.772, -0.539, -1.405], [-5.214, -0.289, 1.703], [-6.880, 1.325, 2.022], [-8.842, 1.459, 0.479], [-8.471, 0.469, -1.979], [-6.645, -0.863, -2.428], [-1.647, -9.085, -0.407], [-1.287, -7.793, -0.762], [0.051, -7.450, -0.674], [0.448, -6.128, -1.066], [-0.503, -5.254, -1.550], [-1.816, -5.545, -1.583], [-2.176, -6.829, -1.243], [0.726, -8.226, -0.346], [1.475, -5.857, -1.260], [-0.169, -4.276, -1.864], [-2.554, -4.861, -1.977], [-3.169, -7.236, -1.361], [-1.081, 0.411, -5.372], [-1.928, -0.633, -5.312], [-2.821, -0.771, -6.359], [-3.568, -1.914, -6.545], [-3.430, -2.936, -5.638], [-2.669, -2.787, -4.496], [-1.907, -1.605, -4.341], [-2.895, -0.027, -7.139], [-4.145, -2.071, -7.444], [-3.817, -3.929, -5.812], [-2.737, -3.540, -3.724], [-1.339, -1.472, -3.433], [4.383, 2.032, 3.795], [4.101, 2.639, 2.584], [3.694, 1.793, 1.594], [3.403, 2.231, 0.296], [3.414, 3.596, 0.079], [3.840, 4.520, 1.074], [4.172, 4.009, 2.382], [3.623, 0.747, 1.853], [3.005, 1.525, -0.418], [3.140, 3.868, -0.930], [4.073, 5.543, 0.817], [4.513, 4.703, 3.136]]
}